Formula: C43H62F40N6O11
Source: the OMol25 dataset
Level of theory: ωB97M-V with the def2-TZVPD basis set

CARTESIAN COORDINATES (ANGSTROEM)
F (20.73180, 11.67553, 23.84258)
C (20.41829, 10.63373, 23.08424)
F (19.06221, 10.39313, 23.19993)
C (20.61170, 11.01757, 21.63918)
F (21.92368, 10.87968, 21.28959)
F (20.33708, 12.34499, 21.44859)
C (19.65831, 10.25839, 20.69900)
O (19.96129, 10.44092, 19.29741)
C (18.93776, 10.26863, 18.32870)
F (18.41592, 9.09079, 18.53325)
F (17.95804, 11.16002, 18.57430)
C (19.57071, 10.49874, 16.92600)
F (20.47820, 9.46568, 16.82716)
F (18.59216, 10.21087, 16.04222)
H (20.97575, 9.72780, 23.32428)
H (18.65539, 10.62939, 20.90186)
H (19.79408, 9.18962, 20.91227)
H (19.99284, 11.50464, 16.80033)
F (20.95252, 18.82435, 19.73998)
C (21.98938, 18.15899, 19.13024)
F (21.71783, 16.85315, 19.23016)
C (22.06369, 18.77818, 17.76089)
F (22.97904, 19.77844, 17.87765)
F (20.86325, 19.34155, 17.42983)
C (22.55812, 17.78799, 16.72994)
O (23.05445, 18.45098, 15.50088)
C (23.09564, 17.74355, 14.38059)
F (23.96741, 16.71389, 14.46512)
F (21.91433, 17.19243, 14.06692)
C (23.57509, 18.78319, 13.31881)
F (22.62412, 19.75117, 13.21265)
F (24.65996, 19.41693, 13.77233)
H (22.84786, 18.32302, 19.75671)
H (21.75791, 17.10429, 16.50454)
H (23.37590, 17.20822, 17.16580)
H (23.76430, 18.31407, 12.36660)
F (15.53142, 11.98230, 10.84889)
C (16.29609, 11.96837, 9.81760)
F (17.54452, 12.44125, 10.14763)
C (16.42245, 10.49701, 9.28210)
F (16.74281, 10.69142, 7.92913)
F (15.21596, 9.85768, 9.30648)
C (17.48916, 9.61437, 9.78211)
O (17.49762, 9.64615, 11.25780)
C (18.29203, 8.72495, 11.82889)
F (17.88320, 7.52907, 11.48409)
F (19.61232, 8.84938, 11.39394)
C (18.16633, 8.90458, 13.38775)
F (16.90279, 8.49855, 13.71609)
F (19.03283, 8.02939, 13.95413)
H (15.90123, 12.59208, 8.96495)
H (18.38190, 10.06003, 9.31804)
H (17.21948, 8.65412, 9.37977)
H (18.36132, 9.93219, 13.68521)
F (22.88606, 7.33875, 14.18719)
C (23.26541, 8.54723, 14.67013)
F (24.61901, 8.59074, 14.62094)
C (22.64704, 9.61637, 13.73418)
F (21.29440, 9.64318, 13.99413)
F (22.79786, 9.16049, 12.49859)
C (23.16330, 11.04139, 13.84241)
O (23.14709, 11.29300, 15.27067)
C (23.40392, 12.59877, 15.66300)
F (24.60236, 12.95485, 15.13561)
F (22.56599, 13.41003, 15.11563)
C (23.43210, 12.77022, 17.17613)
F (23.44870, 14.12687, 17.55246)
F (22.20791, 12.29343, 17.64731)
H (22.85120, 8.61341, 15.68267)
H (22.37620, 11.65356, 13.39533)
H (24.15365, 11.12614, 13.42054)
H (24.30603, 12.26241, 17.62571)
F (15.70568, 12.52568, 16.54291)
C (15.28208, 12.93266, 15.34164)
F (14.75841, 14.20620, 15.43041)
C (16.53899, 12.88503, 14.39588)
F (16.03958, 13.35567, 13.14089)
F (16.80536, 11.61917, 14.16186)
C (17.75319, 13.74341, 14.67669)
O (18.30460, 13.43176, 15.95215)
C (18.98950, 14.50180, 16.54041)
F (19.44018, 14.08924, 17.72111)
F (20.05054, 14.81810, 15.81321)
C (18.22492, 15.85062, 16.80813)
F (17.24339, 15.54499, 17.80746)
F (19.02734, 16.72064, 17.36461)
H (14.51773, 12.19177, 15.04110)
H (17.45774, 14.77351, 14.60862)
H (18.54926, 13.50720, 13.96421)
H (17.73798, 16.19348, 15.92156)
C (9.43479, 11.66838, 14.21490)
N (10.25959, 12.89318, 14.00741)
C (11.53859, 13.14173, 14.24717)
C (12.01497, 14.55670, 14.13129)
O (12.31294, 12.19802, 14.52967)
H (8.68950, 11.88429, 14.98809)
H (10.05892, 10.85048, 14.50684)
H (8.92556, 11.32978, 13.32281)
H (9.67748, 13.67921, 13.78380)
H (13.00512, 14.43180, 13.67468)
H (12.07703, 15.11025, 15.07771)
H (11.41089, 15.10162, 13.39230)
C (11.02711, 11.58662, 21.07889)
N (12.17958, 11.79328, 20.22108)
C (12.26529, 13.00156, 19.66334)
C (13.44125, 13.10502, 18.64721)
O (11.48062, 13.90215, 19.88673)
H (10.08825, 11.75483, 20.50919)
H (11.03730, 12.32180, 21.86676)
H (11.07482, 10.59386, 21.51547)
H (12.64666, 11.02428, 19.79572)
H (12.99177, 13.13004, 17.64438)
H (14.12034, 12.22762, 18.76258)
H (13.97740, 14.02119, 18.84298)
C (14.56699, 9.40730, 16.27118)
N (13.19850, 9.88726, 16.21519)
C (12.47489, 9.97806, 17.33301)
C (11.09280, 10.57578, 17.11617)
O (12.90505, 9.59850, 18.43313)
H (15.05819, 9.60007, 15.32324)
H (14.53617, 8.33230, 16.39280)
H (15.08344, 9.85741, 17.13544)
H (12.88888, 10.38108, 15.38659)
H (10.49277, 10.27348, 17.94928)
H (10.78670, 10.11344, 16.18751)
H (11.09948, 11.67580, 16.99878)
C (19.82439, 15.13143, 11.95976)
N (20.07265, 13.96459, 11.13141)
C (20.27519, 12.76248, 11.60849)
C (20.63023, 11.74494, 10.59961)
O (20.21478, 12.57664, 12.81520)
H (20.51312, 15.17577, 12.79532)
H (18.83121, 15.18893, 12.35486)
H (19.99678, 16.03333, 11.36307)
H (19.93363, 14.11311, 10.15335)
H (20.43933, 10.77682, 11.01532)
H (21.69684, 11.75511, 10.39350)
H (20.10797, 11.95554, 9.64933)
C (17.33291, 20.72651, 20.37227)
N (16.47913, 21.08491, 19.27249)
C (15.95965, 20.21941, 18.37464)
C (16.25943, 18.73454, 18.58783)
O (15.26241, 20.59566, 17.40913)
H (18.16344, 20.12171, 20.00442)
H (16.75412, 20.25544, 21.19438)
H (17.62055, 21.67034, 20.86036)
H (16.26681, 22.05122, 19.08855)
H (17.28724, 18.49516, 18.31029)
H (15.53861, 18.19695, 18.02093)
H (16.14172, 18.47767, 19.62341)
C (14.33884, 17.73701, 15.38745)
N (15.45916, 18.65696, 15.39839)
C (16.64239, 18.21188, 15.01278)
C (17.77517, 19.23843, 15.17812)
O (16.76250, 17.08822, 14.54268)
H (14.00304, 17.52991, 14.36415)
H (13.49564, 18.17813, 15.97999)
H (14.64251, 16.82820, 15.90255)
H (15.35722, 19.53182, 15.90723)
H (18.22605, 19.15940, 16.18506)
H (17.35786, 20.22350, 15.02215)
H (18.46715, 18.97706, 14.38960)

The value obtained for the LUMO energy is 0.35 eV. The calculation puts the HOMO-LUMO gap at 0.340 hartree. As for the total charge: 0. For the highest occupied orbital energy, the calculation gives -8.89 eV. Its total energy is -6826.6425 hartree. The structure (SMILES) is FC(F)C(F)(F)COC(F)(F)C(F)F.FC(F)C(F)(F)COC(F)(F)C(F)F.FC(F)C(F)(F)COC(F)(F)C(F)F.FC(F)C(F)(F)COC(F)(F)C(F)F.FC(F)C(F)(F)COC(F)(F)C(F)F.CNC(C)=O.CNC(C)=O.CNC(C)=O.CNC(C)=O.CNC(C)=O.CNC(C)=O.

Here are the Löwdin charges for atoms 1 to 4, given in e: number 1, F, carries 0.128; number 2, C, carries -0.300; number 3, F, carries 0.063; number 4, C, carries -0.434